Version one
C48H60N12 | the ωB97M-V functional and the def2-TZVPD basis

Last column: Löwdin charge in e.
Geometry (Å):
C -5.9872 1.2847 0.7372  -0.150
C -5.0892 0.3457 1.3222  -0.059
C -3.7572 0.8727 0.8422  -0.118
N -3.9672 1.8587 -0.0728  0.026
C -5.3032 2.2167 -0.0098  -0.158
H -7.0592 1.2467 0.8032  0.086
H -5.3632 -0.4263 2.0532  0.080
H -2.7092 0.6367 1.0342  0.072
H -3.2942 2.4087 -0.5898  0.071
H -5.7902 3.0397 -0.5818  0.116
C -4.3012 -2.2493 -0.9868  -0.146
C -5.3272 -1.6403 -1.7548  -0.066
C -6.1762 -2.7433 -2.3538  -0.044
N -5.6192 -3.8883 -1.7408  -0.015
C -4.4842 -3.5853 -0.9908  -0.150
H -3.5452 -1.7773 -0.4838  0.038
H -5.5602 -0.6153 -1.9058  0.060
H -7.0152 -2.6693 -3.0028  0.075
H -6.0002 -4.8263 -1.8018  0.138
H -3.9512 -4.4503 -0.5608  0.110
C 7.2998 1.8127 -2.5588  -0.081
C 6.4728 0.6927 -2.7258  -0.127
C 5.2168 1.0787 -2.3038  -0.176
N 5.1638 2.3787 -1.9168  -0.001
C 6.4228 2.9267 -2.0358  -0.084
H 8.3528 1.9297 -2.6038  0.059
H 6.7388 -0.3113 -3.0128  0.088
H 4.2798 0.5347 -2.2568  0.081
H 4.3668 2.9517 -1.4558  0.110
H 6.5508 3.9207 -1.7758  0.061
C 0.9918 1.1227 3.5142  -0.145
C 0.7658 1.1847 4.9042  -0.072
C -0.6582 1.6327 5.1332  -0.032
N -1.1032 1.6277 3.7832  -0.038
C -0.1702 1.3207 2.8362  -0.169
H 1.8568 0.7947 2.9972  0.063
H 1.5988 1.1017 5.6212  0.074
H -1.2772 1.9637 5.9372  0.082
H -2.0812 1.9357 3.5492  0.161
H -0.3962 1.1657 1.8162  0.082
C 1.3888 -0.4053 -1.0618  -0.168
C 0.2248 0.0287 -1.7728  -0.116
C -0.9662 -0.2973 -0.8898  -0.084
N -0.3592 -0.9053 0.2492  0.005
C 1.0518 -0.9183 0.1792  -0.134
H 2.3858 -0.3423 -1.4898  0.065
H 0.2848 0.4657 -2.8208  0.096
H -2.1322 -0.1903 -1.0968  0.112
H -1.0382 -1.1613 0.9932  0.085
H 1.6948 -1.2373 1.0582  0.127
C -3.1842 -2.1433 2.3822  -0.121
C -2.0352 -2.9203 1.9692  -0.075
C -0.8252 -2.4343 2.7492  -0.085
N -1.3602 -1.3843 3.4582  -0.006
C -2.7352 -1.1593 3.2682  -0.122
H -4.2042 -2.1943 2.0092  0.076
H -2.0722 -3.7373 1.2252  0.065
H 0.1948 -2.7153 2.7922  0.087
H -0.7492 -0.8043 4.0022  0.091
H -3.2492 -0.3423 3.7602  0.102
C -1.2652 4.0537 0.5032  -0.050
C -2.1972 4.9317 0.0042  -0.129
C -2.5172 4.5397 -1.2578  -0.163
N -1.8882 3.3437 -1.6468  0.010
C -1.0602 3.0367 -0.5718  -0.109
H -0.7652 4.0197 1.4462  0.080
H -2.6072 5.7477 0.5102  0.087
H -3.0852 5.0357 -1.9838  0.086
H -1.8912 2.8967 -2.6418  0.158
H -0.4892 2.1747 -0.6548  0.033
C 3.5468 3.3747 0.9752  -0.071
C 2.8118 2.3137 0.3562  -0.052
C 2.1968 2.8297 -0.9488  -0.097
N 2.7588 4.0437 -1.0658  -0.058
C 3.5048 4.4547 0.0272  -0.127
H 3.9728 3.4507 1.9332  0.076
H 2.6178 1.3307 0.8262  0.067
H 1.4628 2.4637 -1.5278  0.038
H 2.4238 4.6937 -1.8048  0.178
H 3.8798 5.4877 0.0352  0.110
C 5.7068 -2.4373 -0.9148  -0.147
C 4.3708 -1.9723 -0.9178  -0.129
C 3.5208 -2.8293 -1.7028  -0.070
N 4.4578 -3.7843 -2.1458  -0.011
C 5.7658 -3.5653 -1.6138  -0.121
H 6.5068 -1.9653 -0.4178  0.092
H 4.2758 -0.9633 -0.5728  0.060
H 2.4398 -2.8683 -1.9508  0.095
H 4.0218 -4.5803 -2.5808  0.127
H 6.5558 -4.2973 -1.7728  0.107
C 4.4798 0.1177 6.0472  -0.151
C 4.4678 -0.0823 4.6632  -0.046
C 3.3958 -1.1743 4.4652  -0.115
N 2.8908 -1.4123 5.6502  -0.023
C 3.4628 -0.6033 6.6702  -0.118
H 5.1328 0.7207 6.5822  0.070
H 5.1318 0.3677 3.9112  0.085
H 3.0318 -1.6813 3.6972  0.047
H 2.2398 -2.1873 5.8642  0.167
H 3.1238 -0.7373 7.6892  0.097
C -2.8372 -0.1053 -3.5248  -0.044
C -1.7312 0.2507 -4.3788  -0.092
C -1.9472 1.5847 -4.7908  -0.162
N -3.0522 2.1047 -4.2468  -0.033
C -3.6292 1.1637 -3.3798  -0.075
H -3.1072 -0.9503 -2.9798  0.031
H -0.9122 -0.3463 -4.5288  0.051
H -1.3762 2.2077 -5.4588  0.109
H -3.5642 2.9327 -4.4538  0.145
H -4.5152 1.4047 -2.8658  0.071
C -0.3922 -3.6893 -1.2848  -0.141
C -1.1562 -4.8393 -1.1088  -0.087
C -2.0312 -4.9193 -2.3458  -0.098
N -1.6062 -3.8793 -3.1658  0.016
C -0.6872 -3.1123 -2.5208  -0.134
H 0.3418 -3.3033 -0.6538  0.056
H -1.2432 -5.4683 -0.2358  0.078
H -2.8812 -5.5913 -2.6508  0.111
H -2.1142 -3.5593 -3.8918  0.095
H -0.3532 -2.1813 -3.0638  0.112

Results
* lowest unoccupied orbital energy: 0.34 eV
* gap between HOMO and LUMO: 7.5209 eV
* HOMO energy: -7.18 eV
* multiplicity: 1


Version two
C48H60N12 | the ωB97M-V functional and the def2-TZVPD basis

Last column: Löwdin charge in e.
Geometry (Å):
C 1.1706 4.5274 3.2339  -0.112
C -0.0630 5.0533 2.6889  -0.110
C -0.7068 5.5770 3.7355  -0.152
N 0.0558 5.3519 4.8324  -0.007
C 1.1487 4.6467 4.5785  -0.153
H 1.9977 4.1188 2.6663  0.070
H -0.3748 5.1520 1.6608  0.097
H -1.6312 6.1383 3.9289  0.128
H -0.2207 5.5888 5.7523  0.141
H 1.9102 4.4177 5.3055  0.120
C -3.6908 -1.4784 0.8833  -0.143
C -4.5382 -2.6020 0.6726  -0.106
C -3.8875 -3.7066 1.2562  -0.106
N -2.7413 -3.2317 1.8718  0.032
C -2.6255 -1.8854 1.6491  -0.144
H -3.8739 -0.4433 0.6169  0.083
H -5.4605 -2.6273 0.0896  0.087
H -4.1604 -4.7207 1.2762  0.085
H -2.2135 -3.7241 2.5448  0.098
H -1.8053 -1.3012 2.0728  0.099
C -0.9085 -3.4121 -2.5206  -0.132
C 0.5184 -3.6835 -2.5740  -0.086
C 0.5967 -4.9617 -3.0096  -0.134
N -0.6824 -5.4637 -3.2540  0.009
C -1.6005 -4.4944 -2.9062  -0.157
H -1.3875 -2.5083 -2.2152  0.080
H 1.3441 -3.1036 -2.2170  0.085
H 1.3775 -5.6668 -3.2465  0.111
H -0.9303 -6.3524 -3.6666  0.144
H -2.6678 -4.5880 -3.1414  0.118
C -3.4644 0.7003 4.2928  -0.107
C -2.7313 1.0597 5.4668  -0.114
C -1.7327 1.9617 5.1302  -0.125
N -1.8584 2.0872 3.7729  -0.017
C -2.8690 1.3216 3.2124  -0.134
H -4.3541 0.0470 4.2590  0.104
H -2.9667 0.6642 6.4363  0.082
H -0.9669 2.5045 5.6174  0.092
H -1.2379 2.7147 3.2397  0.125
H -3.0645 1.2697 2.1621  0.091
C 4.9063 3.1064 2.0586  -0.102
C 5.9664 3.5008 1.1605  -0.120
C 6.1334 2.5232 0.2271  -0.176
N 5.1446 1.6148 0.4258  0.014
C 4.3782 1.9712 1.5255  -0.145
H 4.4159 3.6215 2.8734  0.079
H 6.7094 4.3084 1.2067  0.094
H 6.9685 2.4077 -0.4902  0.124
H 4.9512 0.7263 -0.0756  0.130
H 3.5492 1.3768 1.8574  0.070
C 1.5547 -1.8727 5.2062  -0.092
C 2.4868 -0.9979 4.5530  -0.100
C 1.7803 -0.1042 3.8135  -0.144
N 0.4881 -0.4702 3.9218  0.017
C 0.3193 -1.4797 4.7781  -0.168
H 1.7046 -2.7260 5.8601  0.095
H 3.5334 -1.0388 4.5224  0.077
H 2.0912 0.7917 3.2939  0.095
H -0.2515 0.1450 3.6892  0.086
H -0.6758 -1.8028 5.0037  0.115
C 0.1650 1.0345 -5.7035  -0.127
C -0.8390 2.0134 -5.9586  -0.129
C -2.0203 1.5169 -5.5923  -0.154
N -1.8170 0.2893 -5.0734  0.032
C -0.4979 -0.0450 -5.2048  -0.145
H 1.2032 0.9943 -5.9760  0.093
H -0.5651 2.9544 -6.3311  0.080
H -3.0422 1.8756 -5.7383  0.114
H -2.4617 -0.4421 -4.7701  0.127
H -0.1506 -0.9777 -4.7731  0.114
C -0.3639 -5.3647 2.4170  -0.131
C 0.2646 -4.0807 2.1693  -0.117
C 0.1464 -3.8254 0.8336  -0.152
N -0.4267 -4.9095 0.2503  0.038
C -0.7922 -5.8257 1.2100  -0.154
H -0.6026 -5.8344 3.3857  0.100
H 0.6670 -3.4299 2.9573  0.079
H 0.5425 -2.9981 0.2341  0.102
H -0.5848 -5.0288 -0.7594  0.105
H -1.3232 -6.7593 0.9992  0.112
C -4.9667 -1.9683 -4.3632  -0.100
C -4.4508 -1.2534 -3.2150  -0.128
C -4.6764 0.0747 -3.3891  -0.135
N -5.4165 0.1455 -4.5667  -0.023
C -5.5761 -1.0456 -5.2054  -0.124
H -5.0517 -3.0485 -4.3184  0.086
H -3.9770 -1.6934 -2.3711  0.069
H -4.6238 0.9427 -2.7274  0.121
H -5.8059 1.0462 -4.8648  0.153
H -6.1957 -1.2119 -6.0744  0.108
C 3.8980 -2.4460 -0.3633  -0.092
C 3.9949 -1.5767 -1.4689  -0.139
C 3.2628 -0.4522 -1.2765  -0.142
N 2.6873 -0.6369 -0.0135  0.019
C 2.9977 -1.8658 0.5116  -0.130
H 4.2649 -3.4110 -0.1734  0.080
H 4.6690 -1.6953 -2.2934  0.088
H 3.0269 0.4030 -1.8580  0.078
H 1.8234 -0.0738 0.2521  0.126
H 2.7187 -2.0943 1.5270  0.103
C 3.3959 3.4346 -2.2928  -0.114
C 2.5452 4.5365 -2.0625  -0.108
C 1.5569 4.5001 -3.0297  -0.118
N 1.8579 3.4265 -3.8401  0.005
C 2.9680 2.7628 -3.4305  -0.132
H 4.2880 3.2257 -1.7307  0.077
H 2.6600 5.2827 -1.2801  0.102
H 0.7971 5.2223 -3.3464  0.116
H 1.2563 3.0229 -4.5345  0.101
H 3.2448 1.9347 -3.9948  0.095
C -0.8233 0.4782 -0.4906  -0.115
C -0.3259 1.0519 0.6744  -0.131
C 0.6669 1.9568 0.3256  -0.119
N 0.7479 1.8726 -1.0471  0.024
C -0.1252 0.9569 -1.5667  -0.098
H -1.5741 -0.2701 -0.5958  0.066
H -0.5304 0.8306 1.7319  0.065
H 1.2853 2.6552 0.9066  0.104
H 1.3785 2.4045 -1.6578  0.088
H -0.2316 0.8702 -2.6290  0.095

Results
* lowest unoccupied orbital energy: 0.58 eV
* gap between HOMO and LUMO: 8.3052 eV
* HOMO energy: -7.72 eV
* multiplicity: 1


Version three
C48H60N12 | the ωB97M-V functional and the def2-TZVPD basis

Last column: Löwdin charge in e.
Geometry (Å):
C 2.7311 -4.1239 -3.9871  -0.100
C 1.9093 -2.9834 -3.7445  -0.150
C 2.1013 -2.6424 -2.4372  -0.163
N 2.9535 -3.5464 -1.8724  0.047
C 3.3755 -4.4351 -2.8146  -0.113
H 2.7881 -4.7060 -4.8924  0.094
H 1.2351 -2.5134 -4.4416  0.110
H 1.6165 -1.9250 -1.7926  0.095
H 3.1334 -3.4802 -0.8807  0.090
H 4.1602 -5.1428 -2.6109  0.110
C 3.5494 4.3309 -1.6263  -0.086
C 2.1970 3.9451 -1.4261  -0.123
C 1.7050 3.5504 -2.6450  -0.111
N 2.7075 3.6964 -3.5622  0.000
C 3.8255 4.2116 -2.9639  -0.177
H 4.1768 4.8077 -0.8889  0.090
H 1.6388 3.8969 -0.5070  0.054
H 0.7960 3.0461 -2.9278  0.114
H 2.6949 3.3662 -4.5106  0.139
H 4.7339 4.3233 -3.5293  0.115
C -1.4624 -4.5369 3.6119  -0.098
C -1.4674 -3.2204 3.0503  -0.104
C -2.7326 -2.9681 2.6291  -0.147
N -3.5023 -4.0754 2.8856  0.013
C -2.7194 -5.0462 3.4542  -0.142
H -0.6143 -5.0932 3.9742  0.091
H -0.5803 -2.6241 2.9176  0.079
H -3.1389 -2.1151 2.1189  0.062
H -4.4757 -4.1643 2.6583  0.141
H -3.1642 -6.0069 3.6533  0.106
C 2.3619 -4.3181 1.0799  -0.131
C 1.9206 -2.9870 1.2349  -0.118
C 3.0252 -2.2453 1.5538  -0.116
N 4.1171 -3.0570 1.4835  0.013
C 3.7288 -4.3381 1.1609  -0.144
H 1.7762 -5.2009 0.8695  0.102
H 0.9155 -2.6037 1.1938  0.064
H 3.1524 -1.1879 1.7200  0.110
H 5.0687 -2.7349 1.5049  0.148
H 4.4663 -5.0688 0.8780  0.112
C -5.3302 -0.2745 2.3203  -0.100
C -5.9520 0.9978 2.4328  -0.126
C -5.6344 1.7567 1.3411  -0.132
N -4.8727 0.9427 0.5296  0.035
C -4.6716 -0.2616 1.1097  -0.173
H -5.5385 -1.0683 3.0167  0.095
H -6.5260 1.3436 3.2784  0.102
H -5.8062 2.7800 1.0604  0.113
H -4.4175 1.2304 -0.3211  0.150
H -4.0779 -1.0208 0.6295  0.067
C 0.0582 4.8434 1.9621  -0.102
C -1.0875 4.5288 1.1797  -0.110
C -0.9794 5.2009 -0.0112  -0.119
N 0.1923 5.9046 0.0376  -0.010
C 0.8474 5.6867 1.2212  -0.166
H 0.3038 4.3098 2.8680  0.093
H -1.8382 3.8296 1.5012  0.061
H -1.5348 5.2535 -0.9319  0.108
H 0.6242 6.4129 -0.7136  0.142
H 1.7037 6.2943 1.4611  0.108
C -2.5857 -0.5018 -2.6049  -0.084
C -3.5868 -0.0282 -3.5082  -0.113
C -4.7594 -0.6672 -3.2210  -0.143
N -4.5350 -1.4893 -2.1377  0.024
C -3.2443 -1.3220 -1.7324  -0.185
H -1.5531 -0.2078 -2.5345  0.079
H -3.5470 0.6885 -4.3143  0.087
H -5.6518 -0.7516 -3.8168  0.103
H -5.1088 -2.2562 -1.8361  0.146
H -2.8016 -1.8735 -0.9171  0.092
C -0.2267 -0.5830 -0.2344  -0.152
C -0.9986 -0.0494 0.8136  -0.090
C -0.5042 1.2076 1.1006  -0.102
N 0.5477 1.4088 0.2636  0.028
C 0.7241 0.3512 -0.5815  -0.126
H -0.3709 -1.4997 -0.7882  0.076
H -1.7905 -0.5407 1.3575  0.062
H -0.7211 2.0064 1.7871  0.083
H 1.1122 2.2404 0.2840  0.096
H 1.5248 0.3294 -1.3011  0.089
C -1.6585 2.3832 4.7838  -0.102
C -2.3264 3.5965 4.4561  -0.117
C -3.2249 3.3166 3.4627  -0.158
N -3.1172 1.9812 3.1789  0.025
C -2.1702 1.4178 3.9609  -0.153
H -0.8291 2.3489 5.4709  0.088
H -2.0328 4.5770 4.7952  0.093
H -3.7974 3.9404 2.7975  0.105
H -3.7194 1.4427 2.5764  0.076
H -1.9383 0.3766 3.8031  0.109
C -2.2757 -4.8250 -0.9009  -0.122
C -2.6671 -5.0007 -2.2583  -0.118
C -1.5530 -4.7675 -3.0203  -0.138
N -0.5114 -4.5085 -2.1820  0.035
C -0.9572 -4.4555 -0.8897  -0.133
H -2.9734 -4.8825 -0.0796  0.081
H -3.6517 -5.2772 -2.5948  0.086
H -1.3975 -4.9369 -4.0731  0.107
H 0.4067 -4.2653 -2.5299  0.096
H -0.2713 -4.2315 -0.0906  0.085
C 4.3921 1.6509 -4.0524  -0.140
C 4.4126 1.3237 -5.4272  -0.105
C 4.0199 0.0031 -5.5321  -0.135
N 3.7290 -0.4429 -4.2832  0.020
C 3.9608 0.5475 -3.3633  -0.111
H 4.6479 2.5958 -3.5995  0.045
H 4.6929 1.9342 -6.2693  0.088
H 3.7120 -0.5680 -6.3925  0.106
H 3.4526 -1.3863 -4.0467  0.095
H 3.7776 0.3780 -2.3165  0.101
C 2.8454 2.3022 2.6319  -0.105
C 2.9266 2.0213 4.0267  -0.105
C 3.3860 3.1473 4.6397  -0.141
N 3.5012 4.1271 3.6842  0.016
C 3.1135 3.6349 2.4740  -0.159
H 2.5858 1.5777 1.8798  0.072
H 2.8369 1.0638 4.5140  0.091
H 3.6795 3.3221 5.6602  0.105
H 3.7613 5.0704 3.9075  0.144
H 3.1420 4.2310 1.5771  0.088

Results
* lowest unoccupied orbital energy: 0.60 eV
* gap between HOMO and LUMO: 8.3584 eV
* HOMO energy: -7.76 eV
* multiplicity: 1


Most stable structure: version three